No. 1
Computed, not measured: C7H14Cl2GdO as an isolated structure, with ωB97M-V with the def2-TZVPD basis set.

Properties
- 2S+1: 8
- Strongest force on any atom: 3.08 eV Å⁻¹
- Net charge: -1
- ΔE to the lowest compared entry with this formula, charge and spin: 2.740 eV
- Frontier orbital gap (spin up / spin down): 5.82 / 4.19 eV

XYZ file:
```
25
Properties=species:S:1:pos:R:3:forces:R:3
Gd -0.729 1.961 0.966 -0.004 0.208 0.464
Cl 1.629 2.231 1.817 1.602 0.334 0.522
Cl -2.167 -0.122 0.937 -0.954 -1.215 -0.051
O 0.845 -0.262 0.324 0.258 -1.012 -0.220
C -0.549 1.359 -1.633 -0.404 2.983 0.643
C 0.718 2.217 -1.524 0.818 0.272 -0.556
C 1.494 1.112 -3.609 0.113 -0.293 0.128
C -1.559 3.115 2.695 -0.746 1.348 1.685
C 0.311 0.117 -3.514 0.425 -0.641 -0.496
C -0.687 0.344 -2.430 -0.241 -1.403 -0.990
C 1.309 2.461 -2.931 -0.233 0.146 0.370
H 2.287 2.969 -2.854 -0.379 -0.159 -0.019
H 0.742 -0.896 -3.455 -0.219 0.152 -0.164
H 0.649 3.121 -3.508 0.002 -0.144 0.056
H 0.584 3.189 -1.007 -0.466 -0.275 -0.354
H 2.364 0.640 -3.144 -0.015 -0.015 0.030
H 1.759 1.256 -4.656 0.004 -0.047 -0.145
H -1.488 1.842 -1.259 0.553 -0.812 0.216
H -2.508 3.039 3.282 0.247 -0.125 -0.543
H 1.741 -0.478 0.626 -0.412 0.219 0.085
H 1.535 1.774 -0.910 -0.816 -0.263 -0.349
H -0.286 0.155 -4.445 0.281 -0.124 0.192
H 0.360 -1.103 0.207 0.180 0.630 0.205
H -1.571 -0.330 -2.383 0.462 0.872 -0.226
H -1.141 4.110 3.021 -0.057 -0.634 -0.484
```
Positions in Å, forces in eV/Å.

No. 2
Computed, not measured: a 4-piece molecular cluster, C7H14Cl6O overall, with ωB97M-V with the def2-TZVPD basis set.

Properties
- Strongest force on any atom: 2.81 eV Å⁻¹
- ΔE to the lowest compared entry with this formula, charge and spin: 0.000 eV
- Frontier orbital gap: 10.16 eV

XYZ file:
```
28
Properties=species:S:1:pos:R:3:forces:R:3
Cl -0.667 -1.341 -0.182 -0.223 0.476 0.580
Cl -3.998 -5.339 0.509 0.297 0.261 -0.349
Cl -1.680 1.216 -1.124 0.519 0.079 0.317
Cl -4.104 1.453 1.211 -0.096 0.154 -0.171
Cl -3.949 -2.588 1.482 0.556 -0.351 -0.243
Cl -3.139 1.091 3.999 -0.013 0.253 -0.474
O 2.268 0.911 -0.410 -1.793 0.335 0.097
C -4.298 1.869 2.877 -1.146 0.309 1.860
C 3.433 1.736 -0.536 0.463 -2.230 0.863
C -1.036 0.359 0.307 -0.584 -0.380 -0.279
C 3.260 0.071 -2.339 0.564 0.085 0.287
C 4.164 1.230 -1.820 -1.099 0.471 0.415
C -3.012 -3.859 0.592 -0.476 0.345 0.616
C 2.309 -0.298 -1.152 1.252 1.529 -1.993
H -4.362 2.935 3.096 1.024 0.136 -0.617
H -2.777 -3.416 -0.375 -0.180 -0.477 0.065
H 4.076 2.072 -2.507 0.646 -0.223 -0.294
H -0.149 0.820 0.741 0.012 -0.031 -0.566
H 1.342 -0.491 -1.616 -0.053 -0.128 0.659
H -5.277 1.598 3.273 0.003 -0.779 -0.535
H -2.116 -4.115 1.157 -0.197 0.277 -0.083
H 5.194 0.908 -1.669 -0.090 0.297 0.097
H 2.741 0.457 -3.216 -0.474 -0.184 0.221
H 2.685 -1.142 -0.573 -0.081 -0.021 0.152
H -1.864 0.367 1.014 0.352 -0.370 -0.036
H 3.209 2.799 -0.445 -0.422 -0.107 -0.613
H 3.844 -0.774 -2.703 0.071 -0.059 0.171
H 3.903 1.473 0.412 1.166 0.331 -0.149
```
Positions in Å, forces in eV/Å.

No. 3
Computed, not measured: C7H14ClMgO12P as an isolated structure, with ωB97M-V with the def2-TZVPD basis set.

Properties
- Strongest force on any atom: 1.21 eV Å⁻¹
- ΔE to the lowest compared entry with this formula, charge and spin: 0.423 eV
- Frontier orbital gap: 9.86 eV

XYZ file:
```
36
Properties=species:S:1:pos:R:3:forces:R:3
Cl -2.445 1.141 -2.226 0.131 -0.161 0.470
P 1.092 -0.201 -1.172 -0.036 -0.228 0.131
Mg -1.099 0.511 -0.039 -0.012 -0.148 0.174
O -2.420 0.843 3.259 -0.210 -0.127 -0.105
O -2.491 -0.094 -1.365 -0.270 0.660 -0.976
O -1.482 1.990 -1.444 -0.486 -0.164 -0.620
O 1.337 0.221 -2.687 0.051 -0.031 -0.334
O 2.508 -0.050 -0.459 0.137 -0.030 0.105
O 1.050 -1.788 -1.316 0.176 0.075 0.028
O -1.908 0.836 -3.510 -0.164 0.114 0.487
O -1.535 -0.917 1.207 0.109 -0.423 -0.049
O -1.403 -3.112 1.663 0.052 -0.181 -0.054
O -1.267 1.672 1.543 -0.050 -0.221 0.168
O 0.754 -0.344 2.392 -0.050 0.118 -0.192
O -3.721 1.760 -2.285 0.441 -0.224 0.002
C -1.333 0.922 2.528 0.307 0.717 0.558
C 1.520 1.592 -3.069 0.068 -0.068 0.100
C 0.440 -1.725 2.228 0.179 -0.085 0.057
C 2.768 1.009 0.474 -0.038 0.031 -0.106
C -0.948 -1.996 1.657 -0.240 0.571 -0.014
C -0.080 -2.408 -1.968 0.005 0.063 0.010
C -0.115 0.359 3.237 0.089 -0.224 -0.092
H -0.967 -2.337 -1.339 -0.018 -0.011 0.013
H 0.188 -3.450 -2.104 -0.002 -0.013 -0.001
H 2.419 1.994 -2.599 -0.008 0.008 -0.010
H -3.146 1.271 2.777 -0.016 0.051 0.063
H -0.264 -1.938 -2.933 -0.010 -0.021 -0.017
H 0.435 1.233 3.595 -0.041 0.011 0.089
H 0.559 -2.266 3.170 -0.021 0.027 0.021
H -0.435 -0.237 4.094 -0.023 -0.040 -0.020
H 1.919 1.691 0.551 -0.006 0.005 0.013
H 3.639 1.555 0.118 0.007 0.015 0.013
H 0.652 2.189 -2.799 -0.079 0.036 0.029
H 1.649 1.601 -4.146 -0.030 -0.020 -0.009
H 1.170 -2.107 1.514 0.036 -0.041 0.049
H 2.959 0.579 1.452 0.023 -0.042 0.020
```
Positions in Å, forces in eV/Å.

No. 4
Computed, not measured: a 2-piece molecular cluster, C7H14ClPS overall, with ωB97M-V with the def2-TZVPD basis set.

Properties
- 2S+1: 3
- Strongest force on any atom: 4.68 eV Å⁻¹
- Frontier orbital gap (spin up / spin down): 7.46 / 6.74 eV

XYZ file:
```
24
Properties=species:S:1:pos:R:3:forces:R:3
Cl 0.227 -0.598 -3.621 -0.885 -0.460 -0.540
S 2.394 1.235 -2.273 0.267 0.802 0.454
P 1.247 -0.275 -1.912 -0.400 1.027 0.646
C -0.826 1.163 -0.638 -1.907 1.317 -2.815
C 1.961 -2.709 -1.400 -1.005 -1.643 4.261
C -1.790 1.380 0.484 -2.414 -1.529 -0.116
C -1.139 1.378 1.803 1.649 0.134 3.345
C -0.398 -0.028 2.017 1.536 1.695 1.671
C -0.138 -0.133 -0.516 1.462 -1.196 -0.931
C 0.548 -0.332 0.829 1.246 3.703 0.339
H 1.353 0.542 0.784 -1.134 -1.805 0.446
H -0.318 2.236 1.806 -1.544 -1.703 0.215
H -2.732 0.707 0.484 1.582 0.654 -0.152
H 0.089 -0.175 3.112 -0.575 0.825 -2.651
H 1.379 -3.174 -0.566 -0.085 0.155 -1.188
H -1.066 -0.821 2.030 -1.960 -1.316 -0.079
H -1.889 1.597 2.715 1.679 -0.480 -2.132
H -0.311 2.171 -0.701 0.575 -1.651 -0.055
H -2.139 2.337 0.277 -1.198 1.865 -0.059
H 1.063 -1.249 0.958 0.374 -0.923 -0.060
H -1.418 1.087 -1.653 0.926 0.458 1.814
H -0.858 -0.929 -0.800 0.435 0.218 0.275
H 1.996 -3.168 -2.309 0.174 -0.911 -2.354
H 2.767 -2.242 -0.909 1.202 0.764 -0.332
```
Positions in Å, forces in eV/Å.

| no. | total energy (eV) |
| --- | --- |
| 1 | -55413.3877 |
| 2 | -84666.8937 |
| 3 | -59309.2799 |
| 4 | -40128.7300 |